The following is a quantum chemistry calculation of a single C4H5BrCl2 molecule, from the OMol25 dataset.

Positions of all 12 atoms, in Å:
C -0.026 1.716 0.455
C -0.814 0.726 0.034
Br -2.688 1.014 -0.328
C -0.419 -0.857 -0.205
C 1.072 -0.927 -0.201
Cl -0.804 -1.627 1.386
Cl -1.304 -1.578 -1.500
H -0.452 2.724 0.549
H 1.092 1.689 0.611
H 1.614 -0.492 -1.145
H 1.323 -0.399 0.637
H 1.406 -1.989 -0.292

Atoms 1-3, force components in eV/Å:
0.5 0.3 -0.5
-0.1 -1.6 -0.6
0.7 0.3 0.4

The calculation puts the total energy at -99315.0536 eV. The energy above the lowest of the compared OMol25 structures with the same formula, charge and spin is 6.9 kcal per mole. The SMILES is C=C(Br)C(C)(Cl)Cl. As for the net charge: 0. As for the HOMO energy: -9.808 eV. The gap between HOMO and LUMO comes out at 10.502 eV. The multiplicity is 1.



The following is a quantum chemistry calculation of a single C4H5BrN2 molecule, from the OMol25 dataset.

Positions of all 12 atoms, in Å:
C 0.027 1.477 0.318
N 0.014 0.167 -0.242
N 0.895 -0.693 -0.104
C 0.389 -1.858 0.239
C -0.976 -1.904 0.300
C -1.541 -0.748 -0.005
Br -3.102 0.218 -0.157
H -0.971 1.984 0.160
H 0.338 1.228 1.374
H 0.882 2.202 -0.043
H 0.994 -2.726 0.382
H -1.474 -2.731 0.556

Atoms 1-3, force components in eV/Å:
1.9 1.6 0.9
-7.2 -0.4 -1.7
2.7 -2.0 1.6

The calculation puts the total energy at -77248.1302 eV. The energy above the lowest of the compared OMol25 structures with the same formula, charge and spin is 73.4 kcal per mole. The SMILES is Cn1nccc1Br. As for the net charge: 0. As for the HOMO energy: -8.216 eV. The gap between HOMO and LUMO comes out at 8.897 eV. The multiplicity is 1.



The following is a quantum chemistry calculation of a single C4H5BrO2 molecule, from the OMol25 dataset.

Positions of all 12 atoms, in Å:
C 1.603 -1.053 0.001
C 0.132 -0.814 0.263
O -0.714 -1.429 0.848
C -0.324 0.611 -0.101
Br 0.845 1.959 -0.852
C -1.803 0.811 -0.124
O -1.118 1.162 0.998
H 1.786 -0.597 -1.023
H 1.999 -2.049 0.068
H 2.174 -0.361 0.654
H -2.082 1.680 -0.709
H -2.497 0.080 -0.025

Atoms 1-3, force components in eV/Å:
-0.1 1.3 -1.2
0.5 1.4 0.6
0.7 -1.1 -0.3

The calculation puts the total energy at -78364.4268 eV. The energy above the lowest of the compared OMol25 structures with the same formula, charge and spin is 30.3 kcal per mole. The SMILES is CC(=O)[C@@]1(Br)CO1. As for the net charge: 0. As for the HOMO energy: -10.150 eV. The gap between HOMO and LUMO comes out at 10.804 eV. The multiplicity is 1.



The following is a quantum chemistry calculation of a single C4H5BrOS molecule, from the OMol25 dataset.

Positions of all 12 atoms, in Å:
C -1.357 -0.777 -0.808
C -0.774 -1.871 -1.120
C -0.713 0.620 -0.546
C 0.104 0.492 0.769
O 1.765 -1.560 1.240
S 1.296 -0.778 0.089
Br 3.144 0.783 -0.288
H -2.333 -0.819 -0.484
H 0.070 0.987 -1.196
H -1.465 1.418 -0.498
H 0.638 1.427 1.087
H -0.376 0.076 1.756

Atoms 1-3, force components in eV/Å:
1.9 2.8 -0.2
0.6 -1.1 -0.5
-0.3 0.2 1.5

The calculation puts the total energy at -87148.9384 eV. The energy above the lowest of the compared OMol25 structures with the same formula, charge and spin is 77.1 kcal per mole. As for the net charge: 0. As for the HOMO energy: -9.999 eV. The gap between HOMO and LUMO comes out at 8.315 eV. The multiplicity is 1.



The following is a quantum chemistry calculation of a molecular structure, C4H5CaLiO2, from the OMol25 dataset.

Positions of all 13 atoms, in Å:
C 2.020 -1.435 -0.851
C 1.321 -1.151 0.434
C 0.803 0.188 0.560
C -0.382 0.579 -0.046
O -0.723 1.794 -0.240
O 2.752 -2.476 -0.988
Li 3.929 -3.660 -0.412
Ca -2.245 3.113 -0.986
H 0.631 -1.860 -0.530
H 1.892 -1.463 1.318
H 1.417 0.946 1.052
H -1.032 -0.203 -0.475
H 2.409 -0.509 -1.327

Atoms 1-3, force components in eV/Å:
4.2 0.1 3.5
1.2 -0.1 -3.2
-2.5 1.0 -1.0

The calculation puts the total energy at -26958.4449 eV. The energy above the lowest of the compared OMol25 structures with the same formula, charge and spin is 8.3 kcal per mole. As for the net charge: +1. As for the expectation value of S²: 0.7501. As for the HOMO energy (alpha / beta): -8.161 / -10.723 eV. The gap between HOMO and LUMO (alpha / beta) comes out at 4.280 / 6.842 eV. The multiplicity is 2.



The following is a quantum chemistry calculation of a molecular structure, C4H5CaLiO2, from the OMol25 dataset.

Positions of all 13 atoms, in Å:
H -1.649 0.240 1.387
C -1.076 0.355 0.306
C -0.649 -0.953 -0.261
C 0.863 -1.115 -0.295
C 1.623 0.146 -0.039
O 1.472 0.671 1.114
O -1.386 1.324 -0.361
Li -1.867 3.125 -0.167
Ca 2.484 2.282 0.056
H -1.091 -1.013 -1.270
H -1.149 -1.738 0.326
H 1.224 -1.492 -1.266
H 1.199 -1.832 0.471

Atoms 1-3, force components in eV/Å:
2.0 0.6 -1.9
-4.2 -1.9 2.7
-0.3 0.1 -0.4

The calculation puts the total energy at -26950.9490 eV. The energy above the lowest of the compared OMol25 structures with the same formula, charge and spin is 0.0 kcal per mole. As for the net charge: +2. As for the HOMO energy: -15.858 eV. The gap between HOMO and LUMO comes out at 6.979 eV. The multiplicity is 1.